[1]
A molecular structure, C9H9NO4V in a non-equilibrium geometry. Source: OMol25; level of theory: wB97M-V/def2-TZVPD.

Positions of all 24 atoms, in Å:
V1 -0.13510 -0.15146 0.24031
C1 -1.15549 0.90182 1.48832
O1 -1.74561 1.63931 2.17602
C2 -0.19778 -1.91378 0.99383
O2 -0.25071 -2.98743 1.44955
C3 1.71837 0.29924 0.62885
O3 2.79804 0.69963 0.81279
C4 -1.32974 -0.38706 -1.27749
O4 -2.01514 -0.38298 -2.22010
C5 2.62674 -1.87064 -3.64243
H1 1.92869 -1.55845 -4.42562
H2 3.48291 -1.21527 -3.45391
C6 2.47440 -3.03102 -2.98893
H3 3.19967 -3.36728 -2.24137
H4 1.64613 -3.71056 -3.21304
C7 -0.52095 5.03567 0.15005
C8 -0.18391 4.24334 -1.13458
C9 -0.03664 2.84565 -0.85414
N1 0.12989 1.69843 -0.78685
H5 -1.37436 4.58113 0.66527
H6 -0.76675 6.08089 -0.04963
H7 0.32838 5.01498 0.84073
H8 -0.99479 4.34373 -1.87644
H9 0.76033 4.59409 -1.58151

For the HOMO energy (alpha / beta), the calculation gives -15.4 / -15.5 eV. As for the strongest force on any atom: 0.182 hartree/bohr. Its multiplicity is 4. As for the HOMO-LUMO gap (alpha / beta): 4.709 / 4.676 eV. Its total energy is -44826.0377 eV. For the relative energy (zero: lowest compared OMol25 entry of this formula, charge and spin), the calculation gives 23.9 kcal/mol. The net charge is +2.

***

[2]
C9H9NOS in the gas phase in a non-equilibrium geometry. Source: OMol25; level of theory: wB97M-V/def2-TZVPD.

Positions of all 21 atoms, in Å:
O1 0.29515 3.36929 1.65560
S1 0.03356 0.64863 2.96208
C1 0.10749 -0.99888 2.36121
C2 0.05899 -1.15594 0.97220
C3 -0.38341 2.66853 -0.41931
C4 -0.62818 1.66625 -1.28424
C5 0.07274 2.42172 0.81699
C6 0.12214 1.08640 1.24368
C7 -0.38820 0.34089 -0.92868
N1 -0.13279 0.09849 0.38199
C8 0.73030 -2.34374 0.40220
C9 -0.39119 -0.72592 -2.06250
H1 0.26163 -1.76158 3.05435
H2 -0.38779 3.76049 -0.60064
H3 -1.12818 1.84391 -2.31587
H4 0.91341 -3.06490 1.15705
H5 1.75005 -1.95777 0.06999
H6 0.19019 -2.97556 -0.35508
H7 0.51024 -1.35620 -2.08425
H8 -1.27523 -1.36648 -1.96824
H9 -0.33093 -0.19764 -3.05854

For the HOMO energy, the calculation gives -7.3 eV. As for the strongest force on any atom: 0.109 hartree/bohr. As for the HOMO-LUMO gap: 7.366 eV. Its total energy is -23849.4807 eV. For the relative energy (zero: lowest compared OMol25 entry of this formula, charge and spin), the calculation gives 50.4 kcal/mol. The net charge is 0.

***

[3]
A molecular structure, C9H9O6Pd in a non-equilibrium geometry. Source: OMol25; level of theory: wB97M-V/def2-TZVPD.

Positions of all 25 atoms, in Å:
O1 -1.00068 2.98788 -6.35847
C1 -1.01381 2.72140 -5.24735
Pd1 -1.18513 0.68562 -1.41166
C2 -1.26411 1.56373 0.43116
O2 -1.43823 1.83278 1.53269
C3 -1.08774 -1.29861 -1.45663
O3 -0.95321 -2.40958 -1.75392
C4 0.66093 1.09016 -2.08815
O4 1.78744 1.02810 -2.33216
C5 -3.07450 0.94808 -1.85389
O5 -4.21489 0.81931 -1.93396
H1 -0.89054 0.61368 -3.10068
C6 0.60851 -1.21238 2.85862
C7 2.01156 -0.71354 2.47369
C8 1.72776 0.07480 1.18825
O6 0.57347 -0.54254 0.57324
C9 -0.06420 -1.45729 1.49602
H2 0.60680 -2.10193 3.50468
H3 0.09043 -0.37866 3.37394
H4 2.65572 -1.59055 2.25063
H5 2.46950 -0.09029 3.25414
H6 1.46755 1.11551 1.46675
H7 2.56525 0.07597 0.46345
H8 0.11572 -2.48715 1.13392
H9 -1.15362 -1.27450 1.53568

For the HOMO energy (alpha / beta), the calculation gives -11.4 / -13.7 eV. As for the strongest force on any atom: 0.118 hartree/bohr. Its multiplicity is 3. As for the HOMO-LUMO gap (alpha / beta): 7.405 / 6.104 eV. Its total energy is -25231.6186 eV. For the relative energy (zero: lowest compared OMol25 entry of this formula, charge and spin), the calculation gives 0.0 kcal/mol. The net charge is +1.

***

[4]
2 unconnected molecules or ions with the total composition C9H9P in a non-equilibrium geometry. Source: OMol25; level of theory: wB97M-V/def2-TZVPD.

Positions of all 19 atoms, in Å:
C1 -1.85678 1.93550 -0.29931
C2 -2.98776 1.23530 0.12818
C3 -0.65922 1.29909 -0.41571
C4 -2.89591 -0.12321 0.47618
C5 -0.55272 -0.09953 -0.10977
C6 -1.67227 -0.77051 0.26791
C7 2.99386 -0.89312 0.02012
C8 2.77445 -0.61774 1.28689
C9 3.25374 -1.24809 -1.20088
P1 -1.47555 -2.47694 0.63005
H1 -1.88214 2.99968 -0.31269
H2 -3.87153 1.86974 0.30986
H3 0.20550 1.90226 -0.78694
H4 -3.69811 -0.85701 0.39633
H5 0.29350 -0.75467 -0.16478
H6 2.70395 -1.36714 2.00351
H7 2.50263 0.40338 1.56494
H8 4.28542 -1.13078 -1.72365
H9 2.53894 -1.30620 -2.07025

For the HOMO energy (alpha / beta), the calculation gives -7.8 / -7.9 eV. As for the strongest force on any atom: 0.069 hartree/bohr. As for the HOMO-LUMO gap (alpha / beta): 6.733 / 6.679 eV. Its total energy is -18762.1893 eV. For the relative energy (zero: lowest compared OMol25 entry of this formula, charge and spin), the calculation gives 70.8 kcal/mol. The net charge is 0.